DFT (wB97M-V/def2-TZVPD) results for a structure of composition BrCdI3.

Structure (XYZ):
```
5
BrCdI3 wB97M-V/def2-TZVPD
Cd 7.817 5.812 -3.533
Br 9.613 4.432 -4.896
I 5.201 4.484 -3.412
I 7.161 8.157 -5.014
I 8.627 6.063 -0.849
```

Calculated values
HOMO energy: -1.9 eV
Total charge: -2
F_max: 0.0073 Eh/bohr
Orbital gap: 7.023 eV
ΔE to the lowest compared entry with this formula, charge and spin: 0.0 kcal/mol